1.
Molecular formula: C12H27ClIN2P2Pd
Method: DFT, ωB97M-V/def2-TZVPD

Computed properties:
E_tot = -2150.33782 Eh
2S+1 = 5
HOMO-LUMO gap (spin up / spin down) = 0.268 / 0.193 hartree
charge = +3
highest occupied orbital energy (spin up / spin down) = -0.6134 / -0.6867 Ha

Geometry (Å):
C: -1.298 -0.142 -5.056
I: -1.593 -0.484 -2.883
H: -0.238 -0.029 -5.310
H: -1.861 0.773 -5.265
H: -1.730 -1.004 -5.562
Pd: 0.347 -0.108 -1.126
P: 0.277 2.174 -0.926
C: -1.399 2.803 -0.760
C: 1.273 2.923 0.372
H: 1.454 3.977 0.144
H: 1.045 3.876 -2.419
H: 2.234 2.405 0.441
H: 1.915 2.297 -2.630
H: -1.822 2.486 0.202
H: 0.775 2.855 1.343
C: 0.942 2.785 -2.488
H: -1.391 3.897 -0.810
H: 0.257 2.508 -3.298
H: -2.020 2.404 -1.571
P: 0.273 -2.354 -0.606
C: -1.401 -2.971 -0.341
C: 0.922 -3.173 -2.076
H: 2.239 -2.408 0.764
H: 1.439 -3.999 0.692
H: 0.784 -2.716 1.733
C: 1.273 -2.921 0.777
H: 1.890 -2.710 -2.297
H: 1.031 -4.244 -1.864
H: -1.374 -4.061 -0.229
H: -2.037 -2.707 -1.195
H: 0.225 -3.009 -2.905
H: -1.818 -2.520 0.569
Cl: 2.752 -0.108 -1.075
N: -0.351 0.450 5.562
C: -0.299 0.324 4.211
C: 0.948 0.225 3.554
C: 0.961 0.110 2.173
N: -0.159 0.077 1.431
C: -1.350 0.182 2.049
C: -1.469 0.309 3.433
H: 0.501 0.453 6.112
H: -1.230 0.518 6.052
H: 1.878 0.242 4.118
H: 1.908 0.048 1.620
H: -2.254 0.170 1.436
H: -2.448 0.397 3.905


2.
Molecular formula: C5H9AuO3
Method: DFT, ωB97M-V/def2-TZVPD

Computed properties:
E_tot = -556.33053 Eh
2S+1 = 3
HOMO-LUMO gap (spin up / spin down) = 0.269 / 0.218 hartree
charge = +2
highest occupied orbital energy (spin up / spin down) = -0.6701 / -0.7039 Ha

Geometry (Å):
H: 2.815 2.087 -3.006
O: 1.198 -1.831 -4.702
O: 1.282 -3.768 -3.769
O: 0.311 -2.100 -2.655
C: 0.729 -0.531 -4.795
C: 1.052 -4.686 -2.658
C: 1.386 0.501 -4.241
C: 1.715 -5.992 -2.997
C: 0.888 -2.558 -3.648
H: -0.157 -0.438 -5.427
H: 1.473 -4.227 -1.756
H: -0.034 -4.786 -2.542
H: 1.010 1.506 -4.444
H: 2.336 0.342 -3.725
H: 1.535 -6.693 -2.172
H: 1.296 -6.422 -3.916
H: 2.798 -5.865 -3.115
Au: 0.011 -0.446 -2.360


3.
Molecular formula: C4H3NO
Method: DFT, ωB97M-V/def2-TZVPD

Computed properties:
E_tot = -284.01489 Eh
HOMO-LUMO gap = 0.323 hartree
highest occupied orbital energy = -0.3082 Ha

Geometry (Å):
O: -1.066 1.209 -0.655
C: -0.334 0.270 0.057
C: 1.073 0.215 -0.070
C: 2.273 0.209 -0.180
C: -0.993 -0.741 0.616
N: -1.621 -1.746 0.931
H: -1.334 1.900 -0.039
H: -1.424 -1.630 -0.253
H: 3.334 0.229 -0.267


4.
Molecular formula: C34H68F3N5O4
Method: DFT, ωB97M-V/def2-TZVPD

Computed properties:
E_tot = -2210.17841 Eh
2S+1 = 4
HOMO-LUMO gap (spin up / spin down) = 0.146 / 0.112 hartree
charge = -1
highest occupied orbital energy (spin up / spin down) = -0.0668 / -0.0668 Ha

Geometry (Å):
C: 6.005 -4.558 1.229
C: 5.691 -3.313 0.203
C: 5.154 -1.940 0.981
N: 3.895 -2.237 1.775
N: 2.950 -1.243 1.567
C: 1.589 -1.645 2.155
C: 0.551 -1.747 0.848
O: -0.524 -2.692 1.178
C: -0.503 -3.896 0.337
C: 0.029 -5.259 1.087
F: 1.222 -5.071 1.943
F: -1.023 -5.925 1.900
F: 0.430 -6.207 -0.002
H: 5.504 -4.416 2.296
H: 7.181 -4.576 1.381
H: 5.723 -5.587 0.741
H: 6.679 -3.043 -0.366
H: 4.842 -3.611 -0.547
H: 5.999 -1.400 1.589
H: 4.834 -1.194 0.112
H: 4.086 -2.376 2.794
H: 1.627 -2.642 2.768
H: 1.291 -0.745 2.878
H: 0.148 -0.651 0.601
H: 1.226 -2.049 -0.058
H: -1.637 -4.114 0.035
H: 0.079 -3.795 -0.672
C: -3.501 4.219 -0.686
C: -2.341 3.216 -0.971
C: -2.018 3.112 -2.493
C: -2.890 2.168 -3.310
C: -3.060 0.825 -2.612
C: -3.581 0.992 -1.164
N: -2.703 1.899 -0.345
O: -1.508 1.207 -0.079
C: -5.040 1.521 -1.235
C: -3.742 -0.414 -0.505
C: -1.097 3.914 -0.322
H: -4.412 3.752 -0.310
H: -3.235 4.933 0.104
H: -3.770 4.797 -1.577
H: -0.983 2.765 -2.614
H: -2.051 4.108 -2.954
H: -3.863 2.630 -3.509
H: -2.429 2.007 -4.291
H: -3.747 0.200 -3.196
H: -2.100 0.295 -2.616
H: -5.457 1.666 -0.231
H: -5.691 0.808 -1.755
H: -5.141 2.460 -1.784
H: -2.810 -0.990 -0.498
H: -4.475 -1.022 -1.050
H: -4.098 -0.324 0.529
H: -1.189 3.968 0.769
H: -0.994 4.941 -0.695
H: -0.157 3.403 -0.559
C: 3.667 -4.752 -5.811
C: 3.092 -3.865 -4.664
C: 1.958 -2.920 -5.167
C: 2.400 -1.612 -5.810
C: 3.471 -0.918 -4.979
C: 4.667 -1.856 -4.687
N: 4.238 -3.136 -4.022
O: 3.864 -2.825 -2.703
C: 5.405 -2.129 -6.027
C: 5.733 -1.090 -3.842
C: 2.389 -4.906 -3.726
H: 4.700 -4.521 -6.077
H: 3.707 -5.810 -5.524
H: 3.066 -4.679 -6.724
H: 1.316 -2.650 -4.317
H: 1.306 -3.455 -5.870
H: 2.754 -1.793 -6.830
H: 1.534 -0.946 -5.907
H: 3.810 -0.019 -5.508
H: 3.025 -0.563 -4.042
H: 6.261 -2.798 -5.878
H: 5.794 -1.197 -6.457
H: 4.765 -2.561 -6.801
H: 5.330 -0.701 -2.900
H: 6.121 -0.223 -4.391
H: 6.588 -1.737 -3.608
H: 3.115 -5.578 -3.254
H: 1.688 -5.528 -4.298
H: 1.802 -4.428 -2.933
C: -1.923 5.322 5.444
C: -3.395 4.821 5.324
C: -3.960 4.331 6.692
C: -3.621 2.901 7.094
C: -3.843 1.932 5.941
C: -3.084 2.373 4.666
N: -3.441 3.774 4.248
O: -4.751 3.743 3.735
C: -1.561 2.230 4.938
C: -3.342 1.340 3.525
C: -4.190 6.128 4.982
H: -1.196 4.698 4.923
H: -1.791 6.309 4.982
H: -1.602 5.401 6.489
H: -5.057 4.397 6.669
H: -3.641 5.007 7.496
H: -2.589 2.846 7.457
H: -4.252 2.604 7.940
H: -3.523 0.928 6.248
H: -4.918 1.854 5.740
H: -0.973 2.539 4.065
H: -1.298 1.187 5.152
H: -1.213 2.801 5.802
H: -4.406 1.216 3.296
H: -2.969 0.346 3.802
H: -2.826 1.637 2.603
H: -3.921 6.516 3.993
H: -3.972 6.914 5.716
H: -5.276 5.977 5.004